This record from the OMol25 dataset describes a molecular structure, C42H50N6O4ScSe3 in a non-equilibrium geometry. The level of theory is ωB97M-V/def2-TZVPD.

Last column: Mulliken charge in e.
Positions of all 106 atoms, in Å:
Sc (-0.2663, -0.0633, 0.2947)  -0.031
C (-2.8112, 0.5514, -1.9838)  -1.219
O (-1.5568, 0.9470, -1.4182)  0.386
C (-0.9318, 2.0404, -1.9887)  0.308
C (-1.2246, 2.5430, -3.2414)  -0.465
C (-0.5422, 3.6605, -3.7046)  -0.897
C (0.4138, 4.2791, -2.9136)  -0.864
C (0.7020, 3.7801, -1.6553)  -0.419
C (0.0422, 2.6505, -1.1889)  0.132
N (0.2412, 2.0424, 0.0674)  0.714
N (0.8574, 2.7708, 0.9208)  -0.436
C (0.8373, 2.4813, 2.2317)  -0.018
C (-0.0310, 1.4981, 2.8039)  0.679
O (-0.6024, 0.5945, 2.0948)  -0.423
C (-0.2906, 1.5650, 4.2056)  -1.344
C (0.3819, 2.4247, 5.0071)  -0.538
C (1.3523, 3.3363, 4.4901)  0.929
C (2.0614, 4.2081, 5.3350)  -0.530
C (2.9781, 5.0891, 4.8203)  -0.851
C (3.2173, 5.1178, 3.4405)  -0.740
C (2.5296, 4.2777, 2.5951)  -0.847
C (1.5818, 3.3730, 3.1003)  0.828
H (-3.4208, 1.4280, -2.1959)  0.470
H (-3.3000, -0.0699, -1.2408)  0.178
H (-2.6584, -0.0294, -2.8950)  0.372
H (-1.9706, 2.0740, -3.8683)  0.515
H (-0.7727, 4.0511, -4.6863)  0.438
H (0.9354, 5.1528, -3.2802)  0.435
H (1.4434, 4.2487, -1.0239)  0.471
H (-1.0221, 0.8715, 4.6008)  0.600
H (0.1945, 2.4232, 6.0749)  0.512
H (1.8669, 4.1719, 6.4005)  0.465
H (3.5108, 5.7674, 5.4737)  0.452
H (3.9492, 5.8068, 3.0392)  0.433
H (2.7071, 4.3097, 1.5291)  0.390
C (0.1353, -0.5940, -4.7162)  -1.116
Se (-0.0687, -1.4594, -2.9746)  0.229
C (1.7339, -2.2098, -2.8511)  -0.211
C (2.8099, -1.1443, -2.7225)  -0.927
Se (2.1553, 0.3541, -1.6321)  0.456
C (3.9028, 1.1083, -1.2088)  -1.088
H (0.5882, -1.2915, -5.4170)  0.382
H (0.7486, 0.2984, -4.6074)  0.287
H (-0.8543, -0.3182, -5.0722)  0.396
H (1.8899, -2.8459, -3.7209)  0.672
H (1.7005, -2.8271, -1.9598)  -0.461
H (3.0815, -0.7262, -3.6906)  0.460
H (3.7067, -1.5424, -2.2483)  0.563
H (4.4069, 1.3553, -2.1392)  0.622
H (4.4800, 0.3970, -0.6225)  0.217
H (3.7360, 2.0191, -0.6358)  0.184
O (-1.9873, -1.1569, 0.4287)  -0.346
N (-1.8501, -2.4350, 0.5036)  -0.704
N (-0.6919, -2.8366, 0.2029)  1.164
O (0.2462, -1.9759, -0.1493)  0.056
C (-0.3861, -4.2324, 0.2139)  0.241
C (-1.4107, -5.1701, 0.2996)  -0.368
C (-1.0887, -6.5149, 0.2935)  -0.665
C (0.2355, -6.9214, 0.1917)  -0.547
C (1.2449, -5.9757, 0.1079)  -1.058
C (0.9399, -4.6243, 0.1234)  0.206
H (-2.4376, -4.8430, 0.3630)  0.522
H (-1.8775, -7.2518, 0.3579)  0.416
H (0.4758, -7.9760, 0.1749)  0.436
H (2.2776, -6.2894, 0.0343)  0.441
H (1.7210, -3.8774, 0.0960)  0.400
C (7.6150, -0.4741, 2.7186)  -1.439
C (6.4183, 0.3027, 3.2595)  -0.117
C (5.3948, 0.5668, 2.1578)  -0.671
C (4.1973, 1.3981, 2.6062)  -0.527
N (3.4147, 0.7460, 3.6458)  1.624
C (2.5062, -0.2327, 3.4391)  -1.217
Se (2.0707, -0.9595, 1.7862)  -0.353
N (1.9785, -0.5758, 4.6400)  1.519
C (1.0190, -1.6339, 4.9112)  -1.062
C (1.6611, -2.8034, 5.6633)  -0.892
C (2.6643, -3.6049, 4.8376)  -0.007
C (1.9992, -4.5046, 3.8030)  -1.032
C (2.5520, 0.2092, 5.6284)  0.067
C (2.3551, 0.2534, 7.0021)  -1.063
C (3.1373, 1.1379, 7.7232)  -0.968
C (4.0703, 1.9643, 7.0919)  -1.010
C (4.2450, 1.9437, 5.7196)  -0.105
C (3.4716, 1.0459, 4.9980)  0.583
H (8.3423, -0.6763, 3.5044)  0.420
H (8.1148, 0.0903, 1.9295)  0.359
H (7.2983, -1.4308, 2.2992)  0.297
H (6.7575, 1.2565, 3.6752)  0.234
H (5.9534, -0.2641, 4.0715)  0.200
H (5.0271, -0.3834, 1.7644)  0.113
H (5.8854, 1.1059, 1.3422)  0.674
H (3.5367, 1.5874, 1.7587)  -0.892
H (4.5216, 2.3582, 3.0078)  0.618
H (0.5990, -1.9525, 3.9590)  0.181
H (0.2150, -1.2066, 5.5137)  0.442
H (0.8611, -3.4628, 6.0083)  0.580
H (2.1620, -2.4143, 6.5527)  0.375
H (3.2587, -4.2187, 5.5170)  0.441
H (3.3544, -2.9249, 4.3279)  -0.068
H (1.2329, -5.1334, 4.2621)  0.361
H (2.7392, -5.1554, 3.3369)  0.402
H (1.5360, -3.9115, 3.0151)  0.005
H (1.6240, -0.3755, 7.4921)  0.545
H (3.0294, 1.1815, 8.7986)  0.453
H (4.6716, 2.6366, 7.6890)  0.468
H (4.9551, 2.6053, 5.2429)  0.519

Forces on atoms 1 to 2 (eV/Å):
0.6740 0.6464 -0.7366
-0.1583 -0.2316 0.0049

Output
* orbital gap: 0.2433 Ha
* E_tot: -10224.866145 Eh
* charge: +1
* highest occupied orbital energy: -0.365 Ha
* energy above the lowest of the compared OMol25 structures with the same formula, charge and spin: 13.8 kcal/mol